No. 1
Molecular formula: C4H8O2
Method: DFT, wB97M-V/def2-TZVPD

Atoms and positions in Å:
C1 -1.395 1.054 1.097
H1 2.325 0.576 -1.561
O1 -1.644 -1.097 0.041
C2 -0.707 -0.211 0.596
H2 -1.771 1.637 0.250
H3 2.435 -0.392 -0.044
H4 -2.236 0.800 1.746
H5 -0.682 1.672 1.651
H6 -0.171 -0.688 1.440
H7 -1.233 -1.447 -0.769
C3 2.012 -0.329 -1.054
H8 2.282 -1.247 -1.590
C4 0.358 0.215 -0.413
O2 0.367 -0.554 -1.465

Cartesian forces (eV/Å) of the 3 atoms listed first:
C -0.053 0.055 0.031
H -0.065 -0.168 0.085
O 0.097 -0.117 -0.160

energy above the lowest of the compared OMol25 structures with the same formula, charge and spin: 130.5 kcal/mol

These are the natural (NBO) partial charges, in e, on atoms 1 to 8: C -0.61; H 0.23; O -0.71; C -0.05; H 0.21; H 0.22; H 0.22; H 0.21

***

No. 2
Molecular formula: C4H8O2
Method: DFT, wB97M-V/def2-TZVPD

Atoms and positions in Å:
H1 -0.998 -0.942 1.548
H2 -1.971 0.224 0.322
C1 0.009 1.213 -0.174
H3 -0.227 -1.840 -0.817
C2 -0.168 -0.941 -0.193
C3 -1.151 0.216 -0.407
H4 -1.597 0.257 -1.403
O1 -0.188 -1.318 1.181
H5 0.079 1.559 0.862
H6 0.059 2.075 -0.843
H7 1.666 -0.490 1.275
H8 1.404 0.046 -1.426
O2 2.075 -0.108 0.480
C4 1.009 0.048 -0.404

Cartesian forces (eV/Å) of the 3 atoms listed first:
H 0.255 -0.239 0.151
H 0.035 0.096 -0.158
C 0.037 0.209 0.032

structure (SMILES): O[C@@H]1CC[C@@H]1O
energy above the lowest of the compared OMol25 structures with the same formula, charge and spin: 38.3 kcal/mol

These are the natural (NBO) partial charges, in e, on atoms 1 to 8: H 0.48; H 0.19; C -0.44; H 0.18; C 0.07; C -0.43; H 0.22; O -0.73

***

No. 3
Molecular formula: C4H8O2
Method: DFT, wB97M-V/def2-TZVPD

Atoms and positions in Å:
H1 -1.595 -1.019 -0.333
H2 0.279 1.972 -1.683
C1 0.384 -0.999 0.648
H3 1.040 0.559 1.997
H4 0.047 -1.662 1.450
H5 -1.142 1.555 -0.706
C2 -0.526 -1.274 -0.521
C3 0.346 0.435 1.161
O1 0.738 1.344 0.164
H6 1.389 -1.291 0.347
H7 -0.666 0.680 1.523
H8 -0.014 0.279 -1.548
O2 -0.180 -1.846 -1.533
C4 -0.100 1.267 -0.966

Cartesian forces (eV/Å) of the 3 atoms listed first:
H 0.120 0.030 -0.216
H 0.110 0.659 -0.182
C 0.156 -0.115 -0.104

structure (SMILES): COCCC=O
energy above the lowest of the compared OMol25 structures with the same formula, charge and spin: 48.5 kcal/mol

These are the natural (NBO) partial charges, in e, on atoms 1 to 8: H 0.11; H 0.20; C -0.55; H 0.20; H 0.24; H 0.17; C 0.44; C -0.06

***

No. 4
Molecular formula: C4H8O2
Method: DFT, wB97M-V/def2-TZVPD

Atoms and positions in Å:
O1 -0.179 0.257 1.340
O2 -0.090 -2.108 -0.109
H1 -0.679 2.250 0.922
C1 -1.045 1.233 0.786
H2 -0.242 1.538 -1.516
H3 1.500 -1.314 -1.085
C2 -0.490 0.752 -0.799
H4 1.746 -1.501 0.669
H5 -0.597 -1.885 0.686
H6 -1.868 0.944 0.186
C3 0.578 0.190 0.114
C4 1.016 -1.233 -0.107
H7 1.429 0.883 0.157
H8 -1.074 -0.048 -1.324

Cartesian forces (eV/Å) of the 3 atoms listed first:
O -0.246 -0.018 -0.200
O -0.114 -0.011 0.182
H -0.704 -0.076 0.204

energy above the lowest of the compared OMol25 structures with the same formula, charge and spin: 94.1 kcal/mol

These are the natural (NBO) partial charges, in e, on atoms 1 to 8: O -0.55; O -0.72; H 0.19; C -0.13; H 0.21; H 0.18; C -0.46; H 0.17

***

No. 5
Molecular formula: C4H8O2
Method: DFT, wB97M-V/def2-TZVPD

Atoms and positions in Å:
H1 1.224 1.042 1.688
O1 -1.337 0.040 0.638
H2 -1.080 2.034 0.287
C1 0.656 -0.875 -0.073
H3 1.348 -1.235 0.701
C2 -0.717 1.047 0.022
O2 1.588 1.253 0.819
H4 -1.174 -1.972 0.849
C3 0.735 0.678 -0.161
H5 -1.306 -0.683 -1.411
H6 1.148 1.018 -1.112
H7 -1.235 0.129 -1.541
H8 0.938 -1.360 -1.011
C4 -0.788 -1.116 0.304

Cartesian forces (eV/Å) of the 3 atoms listed first:
H 0.089 0.082 -0.071
O -0.038 -0.061 -0.050
H 0.053 -0.164 -0.078

energy above the lowest of the compared OMol25 structures with the same formula, charge and spin: 114.8 kcal/mol

These are the natural (NBO) partial charges, in e, on atoms 1 to 8: H 0.46; O -0.36; H 0.21; C -0.51; H 0.23; C -0.02; O -0.71; H 0.20

***

No. 6
Molecular formula: C4H8O2
Method: DFT, wB97M-V/def2-TZVPD

Atoms and positions in Å:
H1 0.242 -1.593 -0.513
H2 1.798 0.398 0.787
H3 -1.635 -0.084 -0.545
H4 -2.442 -0.035 1.054
C1 0.922 -1.044 -1.183
C2 0.883 0.760 0.297
O1 -0.191 -0.108 2.254
C3 -1.663 0.404 0.432
O2 0.792 0.354 -1.046
C4 -0.323 0.297 1.120
H5 0.900 1.857 0.289
H6 0.669 -1.285 -2.217
H7 -1.898 1.457 0.241
H8 1.948 -1.375 -0.970

Cartesian forces (eV/Å) of the 3 atoms listed first:
H 0.076 0.091 -0.110
H -0.119 0.007 -0.092
H 0.003 0.037 0.091

structure (SMILES): COCC(C)=O
energy above the lowest of the compared OMol25 structures with the same formula, charge and spin: 31.4 kcal/mol

These are the natural (NBO) partial charges, in e, on atoms 1 to 8: H 0.17; H 0.19; H 0.24; H 0.24; C -0.26; C -0.17; O -0.53; C -0.73

***

No. 7
Molecular formula: C4H8O2
Method: DFT, wB97M-V/def2-TZVPD

Atoms and positions in Å:
H1 1.043 0.239 -1.785
C1 -0.932 1.091 -0.119
H2 -1.025 1.480 -1.108
H3 -1.792 -0.900 1.780
C2 0.363 0.314 0.234
H4 1.213 -1.835 -0.736
C3 -0.912 -0.366 0.012
O1 -1.373 -1.414 -0.429
H5 -1.386 1.706 0.641
H6 0.712 0.429 1.235
H7 -1.587 -0.272 2.311
O2 1.961 -1.243 -0.637
C4 1.442 0.048 -0.777
H8 2.273 0.722 -0.622

Cartesian forces (eV/Å) of the 3 atoms listed first:
H 0.069 -0.135 0.043
C -0.361 -0.128 0.401
H -0.129 0.188 -0.617

energy above the lowest of the compared OMol25 structures with the same formula, charge and spin: 91.8 kcal/mol

These are the natural (NBO) partial charges, in e, on atoms 1 to 8: H 0.16; C -0.52; H 0.24; H 0.03; C -0.36; H 0.47; C 0.60; O -0.53

***

No. 8
Molecular formula: C4H8O2
Method: DFT, wB97M-V/def2-TZVPD

Atoms and positions in Å:
H1 -1.775 0.718 1.260
H2 -0.847 -1.583 -0.596
H3 0.363 1.832 0.715
C1 -1.165 0.262 0.476
H4 1.023 -0.402 -1.238
H5 1.673 -0.498 0.420
O1 2.290 1.161 -0.677
C2 0.100 0.928 0.162
C3 -1.415 -1.209 0.260
H6 -2.478 -1.383 0.060
C4 1.309 0.193 -0.359
O2 -1.031 1.071 -0.687
H7 -1.140 -1.789 1.148
H8 3.092 0.699 -0.945

Cartesian forces (eV/Å) of the 3 atoms listed first:
H 0.073 -0.047 -0.143
H -0.066 0.051 0.139
H -0.050 -0.118 -0.064

structure (SMILES): C[C@@H]1O[C@@H]1CO
energy above the lowest of the compared OMol25 structures with the same formula, charge and spin: 46.7 kcal/mol

These are the natural (NBO) partial charges, in e, on atoms 1 to 8: H 0.18; H 0.22; H 0.19; C 0.06; H 0.18; H 0.16; O -0.71; C 0.04

***

No. 9
Molecular formula: C4H8O2
Method: DFT, wB97M-V/def2-TZVPD

Atoms and positions in Å:
H1 -1.129 -0.676 -2.111
O1 1.125 2.249 0.359
H2 2.125 0.765 1.229
H3 -0.109 0.731 -2.054
H4 0.546 -0.960 2.256
C1 0.345 -0.042 0.291
O2 -0.947 0.293 -0.257
H5 0.868 -0.502 -0.523
H6 -1.785 1.001 -1.813
C2 -1.033 0.332 -1.715
H7 -0.049 -2.142 0.958
C3 1.302 1.087 0.616
H8 -1.191 -1.011 1.401
C4 -0.068 -1.125 1.362

Cartesian forces (eV/Å) of the 3 atoms listed first:
H -0.542 0.005 -0.149
O 0.213 -0.372 -0.336
H 1.154 -0.337 0.288

structure (SMILES): CO[C@H](C)C=O
energy above the lowest of the compared OMol25 structures with the same formula, charge and spin: 61.7 kcal/mol

These are the natural (NBO) partial charges, in e, on atoms 1 to 8: H 0.17; O -0.50; H 0.11; H 0.17; H 0.21; C -0.01; O -0.55; H 0.18

***

No. 10
Molecular formula: C4H8O2
Method: DFT, wB97M-V/def2-TZVPD

Atoms and positions in Å:
C1 0.634 -0.004 0.472
H1 1.040 1.424 -2.087
H2 2.185 -0.062 2.702
C2 0.211 0.048 1.888
H3 1.032 -0.931 0.083
H4 0.793 -0.191 3.885
O1 -2.100 -1.348 -2.277
H5 -0.844 -0.017 2.128
C3 0.158 0.898 -0.392
C4 1.119 -0.075 2.858
H6 -2.315 -1.783 -1.466
O2 0.478 0.756 -1.726
H7 -1.536 -0.644 -1.987
H8 -0.471 1.731 -0.102

Cartesian forces (eV/Å) of the 3 atoms listed first:
C -1.997 0.645 -0.295
H 0.369 0.876 -0.015
H 0.139 -0.078 -0.281

structure (SMILES): C=C/C=C/O.O
energy above the lowest of the compared OMol25 structures with the same formula, charge and spin: 57.4 kcal/mol

These are the natural (NBO) partial charges, in e, on atoms 1 to 8: C -0.30; H 0.49; H 0.19; C -0.23; H 0.23; H 0.19; O -0.93; H 0.21

***

No. 11
Molecular formula: C4H8O2
Method: DFT, wB97M-V/def2-TZVPD

Atoms and positions in Å:
O1 1.639 1.308 1.397
C1 0.604 -0.001 -0.379
H1 2.672 0.045 0.225
H2 2.119 1.489 -0.621
C2 -1.655 -1.041 -0.078
O2 -1.887 -0.841 -1.456
H3 -1.876 0.115 -1.603
H4 -2.502 -0.677 0.526
C3 -0.386 -0.400 0.417
C4 1.822 0.730 0.122
H5 -1.618 -2.128 0.062
H6 0.830 1.834 1.347
H7 -0.299 -0.248 1.492
H8 0.539 -0.185 -1.451

Cartesian forces (eV/Å) of the 3 atoms listed first:
O -0.152 0.167 0.039
C -0.133 -0.027 0.118
H -0.109 0.051 -0.062

structure (SMILES): OC/C=C/CO
energy above the lowest of the compared OMol25 structures with the same formula, charge and spin: 41.0 kcal/mol

These are the natural (NBO) partial charges, in e, on atoms 1 to 8: O -0.71; C -0.23; H 0.19; H 0.16; C -0.10; O -0.71; H 0.46; H 0.16

***

No. 12
Molecular formula: C4H8O2
Method: DFT, wB97M-V/def2-TZVPD

Atoms and positions in Å:
H1 -1.209 -0.602 1.589
C1 0.588 -1.253 -0.472
H2 1.391 -1.667 0.146
H3 1.468 1.266 0.942
H4 -1.381 1.607 -0.344
C2 -0.889 0.771 -0.854
C3 -0.320 0.042 1.439
C4 0.210 0.147 0.020
H5 -0.419 1.163 -1.759
H6 -0.271 -1.933 -0.443
H7 -1.650 0.038 -1.143
H8 0.947 -1.192 -1.504
O1 1.345 0.978 0.021
O2 0.191 0.635 2.361

Cartesian forces (eV/Å) of the 3 atoms listed first:
H 0.077 0.071 -0.006
C 0.027 -0.058 -0.004
H -0.111 0.064 -0.090

structure (SMILES): CC(C)(O)C=O
energy above the lowest of the compared OMol25 structures with the same formula, charge and spin: 19.8 kcal/mol

These are the natural (NBO) partial charges, in e, on atoms 1 to 8: H 0.12; C -0.62; H 0.22; H 0.49; H 0.22; C -0.62; C 0.44; C 0.12

***

Calculated values (eV) of E for the records, taken in order: -8367.621 -8371.619 -8371.179 -8369.201 -8368.302 -8371.918 -8369.301 -8371.255 -8370.608 -8370.794 -8371.503 -8372.424.
Calculated values (eV) of frontier orbital gap for the records, taken in order: 8.66 10.64 10.83 10.22 8.46 10.42 9.98 10.99 10.43 10.09 10.39 11.24.
Calculated values (eV) of E_HOMO for the records, taken in order: -8.0595 -9.7325 -9.8839 -9.1724 -7.8062 -9.5313 -9.4781 -10.1084 -9.5759 -9.3261 -9.5487 -10.3603.